(1)
Below is a structure of composition C24H35O5SbTl, with properties calculated with wB97M-V/def2-TZVPD.

CARTESIAN COORDINATES (ANGSTROEM)
1 Tl -1.212 -0.951 -0.074
2 C -0.850 0.037 3.577
3 C -1.705 1.309 3.603
4 C -0.969 2.427 4.346
5 C -2.107 1.707 2.197
6 C -3.370 1.393 1.701
7 C -3.730 1.714 0.399
8 C -2.836 2.362 -0.450
9 C -3.220 2.690 -1.871
10 C -1.579 2.684 0.048
11 C -1.218 2.358 1.349
12 H -0.510 -0.227 4.581
13 H 0.035 0.181 2.948
14 H -1.415 -0.807 3.178
15 H -2.624 1.089 4.154
16 H 0.031 2.582 3.935
17 H -0.855 2.166 5.399
18 H -1.516 3.370 4.281
19 H -4.084 0.894 2.348
20 H -4.717 1.458 0.030
21 H -4.218 3.127 -1.919
22 H -3.224 1.789 -2.488
23 H -2.513 3.392 -2.315
24 H -0.861 3.189 -0.590
25 H -0.223 2.617 1.699
26 O 3.385 -5.334 -1.080
27 C 2.541 -4.473 -1.118
28 C 2.734 -2.998 -0.837
29 O 3.804 -2.405 -0.799
30 C 1.394 -2.465 -0.628
31 C 0.408 -3.446 -0.884
32 O -0.836 -3.239 -0.728
33 C 1.058 -4.671 -1.388
34 O 0.546 -5.629 -1.929
35 O 1.090 -1.266 -0.270
36 C 5.899 2.292 0.269
37 C 5.422 1.219 -0.706
38 C 6.198 -0.083 -0.486
39 Sb 3.276 0.713 -0.817
40 C 2.585 1.023 1.244
41 C 2.957 2.326 1.945
42 C 2.960 -0.180 2.112
43 C 2.497 2.684 -1.493
44 C 3.512 3.514 -2.268
45 C 1.283 2.363 -2.369
46 H 6.959 2.523 0.097
47 H 5.815 1.940 1.299
48 H 5.337 3.223 0.185
49 H 5.612 1.565 -1.729
50 H 6.069 -0.442 0.540
51 H 7.272 0.073 -0.649
52 H 5.859 -0.886 -1.142
53 H 1.500 1.005 1.080
54 H 3.990 2.307 2.288
55 H 2.327 2.469 2.835
56 H 2.834 3.207 1.313
57 H 4.044 -0.233 2.257
58 H 2.635 -1.113 1.652
59 H 2.502 -0.106 3.108
60 H 2.151 3.242 -0.620
61 H 3.936 2.939 -3.098
62 H 4.342 3.841 -1.638
63 H 3.051 4.413 -2.699
64 H 1.588 1.833 -3.276
65 H 0.756 3.276 -2.680
66 H 0.565 1.720 -1.849

As for the HOMO-LUMO gap: 6.51 eV. As for the charge: -1. The value obtained for the LUMO energy is 0.0866 Ha.

=====

(2)
Below is a structure of composition C39H22FGaN8, with properties calculated with wB97M-V/def2-TZVPD.

CARTESIAN COORDINATES (ANGSTROEM)
1 Ga -15.541 -6.768 -11.705
2 C -10.897 -2.599 -13.877
3 C -11.965 -1.728 -14.119
4 C -13.265 -2.173 -13.760
5 C -13.481 -3.463 -13.449
6 C -14.697 -4.132 -12.989
7 N -14.403 -5.473 -12.604
8 C -13.051 -5.643 -12.882
9 N -12.345 -6.758 -12.960
10 C -12.829 -7.907 -12.485
11 C -12.003 -9.111 -12.371
12 C -10.681 -9.429 -12.362
13 C -10.238 -10.740 -12.155
14 C -11.155 -11.706 -11.802
15 C -12.529 -11.449 -11.793
16 C -12.942 -10.139 -11.994
17 C -14.261 -9.558 -11.919
18 N -15.412 -10.206 -11.724
19 C -16.571 -9.572 -11.695
20 N -16.869 -8.209 -11.795
21 C -18.197 -8.135 -12.100
22 N -18.905 -7.089 -12.384
23 C -18.391 -5.883 -12.538
24 N -17.027 -5.557 -12.493
25 C -16.976 -4.211 -12.733
26 N -15.908 -3.484 -12.914
27 C -18.320 -3.651 -12.841
28 C -18.860 -2.352 -13.064
29 C -20.206 -2.164 -13.174
30 C -21.073 -3.276 -13.093
31 C -20.611 -4.528 -12.841
32 C -19.197 -4.764 -12.824
33 C -18.807 -9.426 -11.987
34 C -20.144 -9.855 -12.150
35 C -20.444 -11.118 -11.831
36 C -19.452 -12.052 -11.439
37 C -18.123 -11.600 -11.297
38 C -17.796 -10.302 -11.613
39 N -14.164 -8.203 -12.223
40 C -12.463 -4.338 -13.294
41 C -11.174 -4.011 -13.602
42 H -9.872 -2.236 -13.952
43 H -11.764 -0.738 -14.541
44 H -14.118 -1.499 -13.785
45 H -9.928 -8.661 -12.444
46 H -9.210 -11.002 -12.321
47 H -10.833 -12.733 -11.691
48 H -13.195 -12.307 -11.690
49 H -18.222 -1.470 -13.163
50 H -20.670 -1.178 -13.336
51 H -22.095 -3.166 -13.163
52 H -21.324 -5.361 -12.897
53 H -20.861 -9.320 -12.807
54 H -21.442 -11.479 -11.927
55 H -19.709 -13.120 -11.250
56 H -17.395 -12.278 -10.896
57 H -10.432 -4.801 -13.794
58 F -12.669 -1.409 -9.687
59 C -13.365 -2.546 -9.334
60 C -14.752 -2.563 -9.252
61 C -15.379 -3.810 -9.329
62 C -14.673 -5.011 -9.443
63 C -15.353 -6.253 -9.727
64 C -13.282 -4.947 -9.166
65 C -12.596 -3.730 -9.199
66 H -15.306 -1.655 -9.453
67 H -16.461 -3.942 -9.182
68 H -16.310 -6.357 -9.146
69 H -14.747 -7.098 -9.448
70 H -12.784 -5.849 -8.883
71 H -11.498 -3.702 -9.262

As for the HOMO-LUMO gap (spin up / spin down): 4.88 / 5.06 eV. The value obtained for the LUMO energy (spin up / spin down) is -0.0638 / -0.0621 Ha.

=====

(3)
Below is a structure of composition C18H13CoF3N4S2, with properties calculated with wB97M-V/def2-TZVPD.

CARTESIAN COORDINATES (ANGSTROEM)
1 Co -0.006 -0.013 0.011
2 F -6.264 0.297 -0.008
3 C -4.995 0.744 -0.019
4 F -4.894 1.526 -1.108
5 F -4.880 1.555 1.042
6 C -4.004 -0.383 -0.011
7 C -4.434 -1.698 0.083
8 C -3.492 -2.721 0.089
9 C -2.156 -2.389 -0.027
10 N -1.733 -1.133 -0.132
11 C -2.629 -0.119 -0.100
12 S -1.914 1.439 -0.164
13 H -5.488 -1.920 0.145
14 H -3.797 -3.753 0.151
15 H -1.390 -3.152 -0.053
16 S 1.805 0.001 4.086
17 C 0.105 -0.041 4.326
18 C -0.601 -0.038 3.162
19 C 0.211 -0.004 2.003
20 C 1.544 0.030 2.350
21 C 2.599 0.085 1.387
22 C 3.958 -0.026 1.704
23 C 4.892 0.047 0.695
24 C 4.454 0.228 -0.612
25 C 3.095 0.320 -0.849
26 N 2.183 0.240 0.110
27 H -0.276 -0.075 5.331
28 H -1.679 -0.051 3.134
29 H 4.248 -0.180 2.732
30 H 5.946 -0.034 0.911
31 H 5.150 0.290 -1.431
32 H 2.718 0.466 -1.852
33 N -0.722 0.628 -2.904
34 C -0.603 0.442 -4.225
35 C 0.333 -0.554 -4.404
36 C 0.719 -0.917 -3.109
37 N 0.076 -0.184 -2.213
38 H -1.326 1.269 -2.392
39 H -1.168 1.011 -4.936
40 H 0.689 -0.956 -5.330
41 H 1.425 -1.665 -2.808

As for the HOMO-LUMO gap (spin up / spin down): 8.04 / 7.92 eV. The value obtained for the LUMO energy (spin up / spin down) is 0.0105 / 0.0052 Ha. Its multiplicity is 2.

=====

(4)
Below is a structure of composition C13H19I2N7ORuS, with properties calculated with wB97M-V/def2-TZVPD.

CARTESIAN COORDINATES (ANGSTROEM)
1 Ru 2.769 -1.219 -1.435
2 I 1.255 -0.414 -3.532
3 C 3.036 -0.525 -4.701
4 I 4.631 -0.508 -3.285
5 H 3.112 0.337 -5.358
6 H 3.052 -1.469 -5.236
7 N 4.697 -4.125 2.425
8 N 4.627 -3.531 1.258
9 N 5.593 -3.733 0.346
10 C 5.186 -2.994 -0.646
11 N 4.012 -2.362 -0.347
12 N 3.676 -2.743 0.910
13 H 5.496 -4.728 2.583
14 H 3.950 -3.988 3.090
15 H 5.726 -2.928 -1.577
16 C -0.595 2.501 3.262
17 C 0.212 3.091 2.093
18 C 0.855 2.045 1.201
19 N -0.219 1.227 0.563
20 C -0.154 0.024 0.089
21 S 1.323 -0.940 0.332
22 N -1.228 -0.599 -0.466
23 C -2.199 0.014 -1.395
24 O -1.905 0.069 -2.548
25 C -3.527 0.434 -0.855
26 C -3.937 0.195 0.430
27 C -5.274 0.570 0.856
28 C -6.202 1.089 -0.044
29 C -5.795 1.338 -1.335
30 C -4.473 0.959 -1.766
31 H -1.552 3.006 3.382
32 H -0.072 2.633 4.208
33 H -0.780 1.428 3.152
34 H 1.021 3.726 2.457
35 H -0.398 3.761 1.478
36 H 1.492 1.372 1.775
37 H 1.451 2.506 0.413
38 H -1.116 1.705 0.505
39 H -1.029 -1.556 -0.744
40 H -3.298 -0.331 1.131
41 H -5.540 0.466 1.902
42 H -7.204 1.341 0.282
43 H -6.457 1.831 -2.038
44 H -4.218 1.025 -2.818

As for the HOMO-LUMO gap (spin up / spin down): 7.12 / 5.50 eV. As for the charge: +4. The value obtained for the LUMO energy (spin up / spin down) is -0.5058 / -0.5583 Ha. Its multiplicity is 5.

=====

(5)
Below is a structure of composition C35H32BrCl3FeGeN6O3S, with properties calculated with wB97M-V/def2-TZVPD.

CARTESIAN COORDINATES (ANGSTROEM)
1 Fe 0.587 -0.619 -2.512
2 C -3.888 0.770 3.263
3 C -3.129 1.375 2.005
4 C -3.792 2.705 1.651
5 C -1.715 1.718 2.421
6 C -3.225 0.490 0.785
7 C -4.480 -0.098 0.451
8 C -4.663 -0.965 -0.585
9 C -3.548 -1.193 -1.423
10 S -3.423 -2.207 -2.893
11 C -1.803 -1.737 -3.111
12 N -1.343 -0.869 -2.219
13 C -2.344 -0.482 -1.260
14 C -2.153 0.217 -0.067
15 C -0.856 -2.365 -4.045
16 C -1.186 -3.491 -4.862
17 C -0.418 -3.795 -5.902
18 C 0.779 -3.027 -6.127
19 C 1.186 -2.018 -5.223
20 C 0.390 -1.700 -4.156
21 H -3.852 1.461 4.111
22 H -3.458 -0.154 3.569
23 H -4.876 0.530 2.864
24 H -3.770 3.275 2.565
25 H -4.827 2.589 1.298
26 H -3.167 3.281 0.948
27 H -1.783 2.271 3.367
28 H -1.270 2.314 1.580
29 H -1.199 0.766 2.537
30 H -5.286 0.171 1.079
31 H -5.597 -1.441 -0.739
32 H -1.128 0.534 0.202
33 H -2.007 -4.159 -4.582
34 H -0.599 -4.612 -6.550
35 H 1.368 -3.227 -7.008
36 H 2.089 -1.425 -5.445
37 C 3.803 -1.299 -1.345
38 C 2.665 -1.957 -0.756
39 N 1.379 -1.559 -0.917
40 C 0.609 -2.542 -0.158
41 C 1.497 -3.456 0.331
42 N 2.757 -3.221 -0.127
43 C 3.930 -4.005 0.294
44 N 4.347 -4.985 -0.724
45 N 5.740 -5.132 -0.946
46 N 5.986 -6.292 -1.460
47 C 4.789 -7.025 -1.557
48 C 4.492 -8.282 -2.168
49 C 3.160 -8.643 -2.175
50 C 2.074 -7.787 -1.879
51 C 2.384 -6.466 -1.511
52 C 3.737 -6.187 -1.157
53 H 3.423 -0.377 -1.704
54 H 4.085 -1.849 -2.240
55 H 4.696 -1.152 -0.751
56 H -0.498 -2.530 -0.145
57 H 1.291 -4.397 0.824
58 H 3.693 -4.617 1.198
59 H 4.830 -3.393 0.442
60 H 5.397 -8.936 -2.457
61 H 3.032 -9.581 -2.691
62 H 1.114 -8.180 -1.998
63 H 1.664 -5.642 -1.504
64 Br 0.574 1.688 -2.932
65 O -0.818 5.040 3.711
66 C -0.132 6.109 4.201
67 C 1.128 5.964 4.848
68 C 1.790 7.114 5.258
69 C 1.284 8.348 4.963
70 C 0.108 8.499 4.292
71 C -0.581 7.392 3.860
72 C -1.882 7.446 3.067
73 O -1.830 8.615 2.320
74 O -2.708 6.571 2.870
75 H -0.326 4.294 4.140
76 H 1.544 5.014 5.204
77 H 2.739 7.043 5.794
78 H 1.846 9.248 5.187
79 H -0.178 9.406 3.847
80 Cl -1.558 7.913 -1.032
81 Ge -2.397 9.053 0.620
82 Cl -1.671 11.026 0.555
83 Cl -4.614 8.828 0.518

As for the HOMO-LUMO gap (spin up / spin down): 6.58 / 7.10 eV. The value obtained for the LUMO energy (spin up / spin down) is -0.0234 / -0.0234 Ha. Its multiplicity is 5.

=====

(6)
Below is the molecule C5H8S2, with properties calculated with wB97M-V/def2-TZVPD.

CARTESIAN COORDINATES (ANGSTROEM)
1 C -1.467 -0.308 -2.925
2 C 0.309 -0.430 -0.839
3 C 0.777 -0.233 0.569
4 C 0.093 0.281 1.563
5 C 0.836 0.712 2.765
6 H -0.574 0.013 -3.527
7 H -2.388 0.104 -3.288
8 H -1.417 -1.401 -2.887
9 H 1.821 -0.507 0.733
10 H -0.961 0.372 1.669
11 H 0.348 0.267 3.630
12 H 0.825 1.794 2.979
13 H 1.818 0.356 2.725
14 S -1.224 0.280 -1.271
15 S 1.203 -1.300 -1.896

As for the HOMO-LUMO gap: 8.18 eV. The value obtained for the LUMO energy is -0.0126 Ha.

=====

Max |F| for the records above, in order: 0.011; 0.075; 0.028; 0.010; 0.083; 0.042 Eh/bohr